(1)
50
Properties=species:S:1:pos:R:3:forces:R:3 method="wB97M-V/def2-TZVPD" total_charge=+1 spin_multiplicity=2 gap_ev="7.64 / 5.56" e_lumo_ev="-3.27 / -4.55"
Ba 0.99120 -0.19721 0.60718 -0.76 0.37 -0.55
C 1.77218 -0.29356 -4.23563 2.47 0.85 4.57
C 1.32540 -0.26283 -2.86090 -2.48 -0.63 -0.90
C -0.15950 -0.34289 -2.56287 -1.93 -0.99 -2.72
O -0.63475 -0.44778 -1.39167 0.85 0.56 -0.97
C -1.03487 -0.37552 -3.75281 0.96 0.73 7.72
C -0.55876 -0.47951 -4.98349 -1.34 0.30 -5.98
C 0.94526 -0.42482 -5.24607 -0.79 -0.60 -6.27
O 1.49296 -0.46359 -6.42773 -2.12 0.00 2.36
O -1.41967 -0.48880 -5.90942 2.10 -0.24 0.52
O 2.04138 -0.27423 -1.89541 2.43 0.27 1.89
H 2.83581 -0.16422 -4.37110 0.07 -0.16 -0.27
H -2.06364 -0.24985 -3.44911 -0.34 -0.35 -0.76
C -0.01198 3.06819 -0.98794 0.51 -0.25 0.22
O 0.47800 2.34810 -0.16692 1.62 -2.76 3.21
N 0.10946 4.33854 -0.90797 0.84 4.44 1.00
N -0.67280 2.64466 -1.98976 -1.89 -1.33 -2.89
H 0.58514 4.58926 -0.05300 0.03 0.96 -0.54
H -0.14189 4.94035 -1.67916 0.26 0.35 0.70
H -0.86867 1.65734 -1.90637 -0.66 0.09 -1.05
H -0.99424 3.39041 -2.59027 -0.74 -1.30 -0.59
C -2.27936 -3.11710 2.69912 -1.15 1.33 0.98
C -1.61248 -1.94347 1.96582 -0.90 0.13 0.07
C -2.26722 -0.53171 2.17535 1.09 -0.92 -0.24
O -1.57176 0.50106 1.45405 -1.53 0.45 0.04
C -2.36641 1.75879 1.47193 1.06 -1.36 -1.20
N -0.19437 -1.95013 2.26875 0.44 -0.53 0.05
H -1.82718 -4.09176 2.51558 -0.04 0.19 -0.31
H -3.35570 -3.12064 2.52718 -0.03 -0.41 -0.52
H -2.26363 -2.92693 3.77229 0.43 -0.10 0.28
H -1.75053 -2.20124 0.91578 0.39 0.39 -0.37
H -2.17444 -0.22012 3.21574 -0.69 -0.39 0.43
H -3.28287 -0.63493 1.79337 -0.20 0.29 0.41
H -2.14992 2.32820 2.37581 -0.22 0.05 -0.05
H -3.42529 1.56170 1.30452 -0.03 -0.21 0.55
H -2.05510 2.25844 0.55457 0.25 0.36 0.41
H 0.03844 -2.93142 2.21416 0.61 -0.20 -0.26
H 0.02561 -1.73466 3.23067 -0.43 0.29 0.41
O 0.74092 1.28947 2.92097 0.41 -0.02 0.19
H -0.14032 1.56038 3.17838 -0.32 0.15 -0.09
H 1.07906 0.81804 3.68231 0.10 0.00 0.38
O 3.26202 0.85633 0.59023 1.04 0.43 0.14
H 3.93278 0.99746 1.25835 0.22 -0.02 0.21
H 3.49832 1.45594 -0.11748 -0.02 0.21 -0.46
O 1.93515 -2.72571 0.14341 -0.06 -0.15 0.14
H 2.28692 -3.04000 -0.68948 0.06 -0.05 -0.44
H 2.55894 -3.03604 0.79977 0.13 -0.21 0.11
O 2.83145 -1.15653 2.58730 -0.15 0.03 0.06
H 3.37513 -1.94162 2.65265 0.24 -0.22 0.10
H 3.13583 -0.59387 3.29934 0.19 0.14 0.28

(2)
73
Properties=species:S:1:pos:R:3:forces:R:3 method="wB97M-V/def2-TZVPD" total_charge=-1 spin_multiplicity=4 gap_ev="6.48 / 5.66" relative_energy_ev=0.0000 e_lumo_ev="1.88 / 0.88"
Re -0.63631 -0.26275 0.15177 0.19 1.08 -0.55
C -3.63394 1.54641 2.02734 0.04 0.07 0.04
C -2.74364 1.90643 3.18211 0.05 -0.07 0.03
C -3.34810 2.17680 4.40751 0.00 0.00 0.04
C -2.61982 2.59992 5.50526 0.04 0.02 0.01
C -1.24735 2.74546 5.39558 0.04 0.02 0.07
C -0.61946 2.44347 4.19846 -0.03 0.00 -0.09
C -1.34549 2.01978 3.08359 0.10 -0.01 0.14
P -0.48639 1.72151 1.47740 -0.16 0.11 -0.08
C 1.26869 2.07052 1.86359 0.05 -0.12 -0.03
C 1.82577 1.06729 2.66493 -0.04 0.13 -0.06
C 3.14378 1.12298 3.07458 0.09 -0.03 0.04
C 3.92862 2.19503 2.68392 -0.01 0.04 0.03
C 3.39374 3.17675 1.86786 0.02 -0.04 -0.03
C 2.07477 3.12787 1.42042 -0.08 0.01 0.00
C 1.60672 4.19332 0.46543 0.01 -0.07 0.06
C -1.30417 3.01144 0.48919 -0.01 -0.08 -0.02
C -1.65200 4.25772 1.00531 0.00 0.00 -0.04
C -2.41375 5.13176 0.25202 0.07 0.06 0.13
C -2.84132 4.74693 -1.01410 -0.01 -0.04 -0.09
C -2.51719 3.49725 -1.51304 -0.06 0.09 0.02
C -1.74503 2.60225 -0.76920 0.07 -0.03 0.08
C -1.38612 1.24667 -1.30640 0.20 -0.58 0.51
H -4.42474 0.87040 2.35480 0.02 -0.04 -0.04
H -3.09133 1.06947 1.21679 -0.10 -0.09 -0.07
H -4.10958 2.44461 1.62325 0.04 0.01 -0.03
H -4.42132 2.05085 4.49718 -0.01 0.02 -0.05
H -3.11876 2.82043 6.44081 -0.02 -0.02 -0.01
H -0.66170 3.09251 6.23770 0.01 -0.03 0.00
H 0.45385 2.54886 4.12593 -0.01 0.02 0.04
H 1.21288 0.22238 2.95121 0.03 -0.01 0.06
H 3.56160 0.32614 3.67547 -0.04 -0.02 -0.01
H 4.96256 2.26329 2.99838 0.00 -0.03 -0.01
H 4.02183 3.99985 1.54657 -0.01 0.00 -0.04
H 2.45852 4.77771 0.11892 0.00 -0.01 -0.03
H 0.89827 4.87207 0.93821 -0.03 0.04 -0.04
H 1.11372 3.74787 -0.39778 0.00 0.06 -0.05
H -1.33741 4.52694 2.00745 -0.03 0.03 0.01
H -2.68706 6.09914 0.65461 0.00 0.00 -0.02
H -3.43916 5.42628 -1.60995 -0.03 -0.02 0.01
H -2.87692 3.19397 -2.48944 0.01 -0.01 0.00
H -0.52383 1.39145 -1.97161 -0.02 -0.05 0.07
H -2.19711 0.90200 -1.94922 -0.06 -0.16 0.07
O -6.53505 -3.96648 2.83029 0.04 -0.02 0.09
C -5.70690 -3.27817 2.29441 -0.05 0.10 -0.16
S -5.96245 -2.44471 0.75820 0.07 -0.04 0.01
C -4.36744 -1.70222 0.60378 -0.12 0.26 -0.43
C -3.48618 -1.96368 1.64587 0.47 0.07 0.30
S -1.88746 -1.42362 1.88876 -0.54 -0.09 -0.14
S -4.09380 -2.97609 2.95171 0.04 -0.02 0.07
S -4.06533 -0.74408 -0.73293 -0.07 -0.10 0.14
Cl 3.22439 -1.77374 -6.01032 0.07 -0.03 -0.12
C 2.58193 -1.24324 -4.48413 -0.10 -0.06 -0.01
C 3.30667 -0.31291 -3.72887 -0.15 -0.01 0.13
C 2.80410 0.11853 -2.53171 -0.13 -0.02 0.02
Cl 3.67648 1.26030 -1.58230 0.11 0.13 0.04
C 1.54983 -0.33519 -2.01637 -0.06 0.04 -0.33
O 1.13334 0.15095 -0.90522 -0.27 -0.20 0.42
C 0.86274 -1.30482 -2.80432 0.19 0.29 0.45
C -0.30408 -1.97415 -2.31655 -0.19 -0.04 -0.17
O -0.95311 -1.75280 -1.28631 0.14 -0.25 -0.29
C 1.39494 -1.73942 -4.02949 0.05 -0.05 -0.07
H 4.25572 0.05955 -4.08698 0.01 0.01 0.01
H -0.66576 -2.79522 -2.95005 -0.04 0.03 0.04
H 0.85861 -2.48257 -4.60619 0.01 -0.01 0.01
F 2.52530 -3.02828 3.16245 0.01 -0.01 -0.08
C 2.28172 -3.52829 1.93857 -0.22 0.17 0.09
F 3.34272 -4.26256 1.58121 -0.05 0.11 -0.06
F 1.22843 -4.35079 2.03532 0.10 0.09 0.02
S 1.95113 -2.17704 0.70468 1.16 -1.43 0.76
O 1.57260 -2.94498 -0.44816 -0.28 0.22 -0.34
O 3.19048 -1.46028 0.64559 -0.10 0.27 0.01
O 0.84520 -1.48344 1.39631 -0.41 0.38 -0.51

(3)
23
Properties=species:S:1:pos:R:3:forces:R:3 method="wB97M-V/def2-TZVPD" total_charge=0 gap_ev=9.45 smiles=Cc1c[nH]cn1.CCC relative_energy_ev=0.5284 e_lumo_ev=0.89
C -1.94143 -2.29520 -1.08546 0.17 -0.11 -0.52
C -0.68405 -1.58064 -1.57799 1.17 0.22 0.15
C -2.71421 -1.62153 0.03141 0.07 0.06 0.40
H -2.57721 -2.35155 -1.95680 -0.53 0.21 -0.27
H -1.79271 -3.36329 -0.90934 0.36 0.12 0.53
H 0.25133 -2.15542 -1.57302 -0.43 -0.55 -0.26
H -2.31732 -1.80612 1.03204 0.14 -0.26 -0.08
H -2.73267 -0.53222 -0.04188 -0.06 -0.04 -0.38
H -3.73082 -1.99549 0.00007 -0.31 0.07 0.24
H -0.84105 -1.21453 -2.59191 0.17 0.05 0.00
H -0.32926 -0.73096 -0.98938 -0.79 0.23 0.23
C 2.07718 1.06776 -0.96343 0.60 0.20 0.69
C 0.33656 2.38376 1.85187 0.25 0.51 -0.09
C 1.65580 1.51039 0.40492 0.11 0.75 0.07
C 2.32680 1.50326 1.60225 -0.55 -0.61 -1.64
N 0.42628 2.09481 0.57934 -0.21 -0.03 0.06
N 1.47749 2.04730 2.51315 0.11 -0.08 0.50
H -0.43837 2.99714 2.28455 -0.08 -0.30 0.19
H 1.69845 2.11589 3.49032 -0.31 0.20 0.05
H 3.23953 0.99530 1.76171 0.76 -0.02 0.74
H 1.71186 1.77815 -1.70087 -0.59 -0.40 -0.12
H 1.73686 0.03842 -1.05485 -0.03 0.08 -0.79
H 3.16096 1.11475 -1.10669 -0.01 -0.30 0.35

(4)
104
Properties=species:S:1:pos:R:3:forces:R:3 method="wB97M-V/def2-TZVPD" total_charge=0 gap_ev=10.01 e_lumo_ev=-0.21
C 1.11066 -2.54506 4.50150 -0.72 -0.34 -0.02
O 0.11517 -3.51748 4.15151 0.13 -0.05 -0.26
H 1.62544 -2.31307 3.57408 0.18 0.08 0.07
H 0.61805 -1.65076 4.89362 0.23 0.14 0.03
H 1.81183 -2.93997 5.23551 0.09 0.06 0.00
H -0.47453 -3.69630 4.88813 0.18 0.09 0.18
C 0.24821 1.63647 4.00331 0.45 0.14 0.65
O 0.62155 2.64065 4.96342 0.03 -0.05 -0.26
H 0.94040 0.80919 4.16354 -0.08 -0.09 -0.08
H -0.75847 1.27173 4.20307 -0.10 0.12 -0.33
H 0.40414 2.01058 2.99157 -0.30 -0.21 -0.15
H 0.25062 3.47439 4.66278 -0.05 0.02 0.14
C 3.66391 1.64977 3.41794 0.31 0.25 0.02
N 3.48391 0.17919 3.40757 0.21 -0.41 -0.29
O 2.93287 -0.31019 2.43520 0.04 0.08 0.13
O 3.91740 -0.46232 4.34106 -0.15 0.15 0.05
H 4.37740 1.89499 4.19645 -0.16 -0.04 0.14
H 2.69376 2.10902 3.58166 0.03 -0.01 0.06
H 4.05825 1.94168 2.45011 -0.16 -0.08 -0.10
C -2.55195 -1.73779 3.49216 -0.41 0.56 0.17
N -3.38682 -1.84727 2.25867 0.28 -0.19 -0.06
O -2.85383 -2.24309 1.23516 0.15 -0.01 -0.04
O -4.55194 -1.55255 2.35544 -0.10 0.03 0.03
H -2.86355 -0.80280 3.95320 0.02 -0.09 0.10
H -1.49932 -1.71032 3.25179 -0.01 -0.27 -0.19
H -2.82787 -2.56964 4.13362 0.06 -0.10 -0.07
C -0.61278 -5.18566 1.43603 0.16 0.38 -0.46
N -1.78376 -5.71884 0.68961 0.07 -0.75 0.07
O -2.57751 -6.40637 1.31232 0.03 0.28 -0.05
O -1.84692 -5.48336 -0.49575 -0.18 0.10 0.21
H -0.51994 -5.67485 2.39456 -0.18 0.03 0.06
H -0.78533 -4.11491 1.51858 0.01 -0.03 0.24
H 0.26306 -5.33546 0.80935 -0.03 -0.03 0.00
C -2.86082 2.95506 2.20649 -0.09 0.62 -0.18
N -3.71305 1.95661 2.90105 -0.10 0.17 -0.19
O -4.80811 1.72997 2.44295 0.07 -0.11 -0.01
O -3.26707 1.49272 3.93413 0.02 -0.10 -0.05
H -1.86153 2.56319 2.06456 -0.01 -0.15 0.30
H -2.89358 3.83184 2.85159 0.30 -0.05 0.08
H -3.28618 3.24450 1.25029 -0.23 -0.34 0.02
C 0.20982 -1.31644 0.66341 -0.34 0.57 0.41
N -0.80940 -0.23512 0.53676 -0.40 0.16 -0.02
O -1.25087 0.03675 -0.56194 0.27 0.02 0.03
O -1.20682 0.29434 1.55839 0.11 0.11 0.17
H 1.12165 -0.96249 0.19400 -0.12 -0.14 -0.31
H -0.26623 -2.16855 0.19145 0.43 -0.20 -0.06
H 0.38562 -1.41329 1.72889 0.00 -0.27 -0.04
C 4.13746 -2.11314 -0.58244 0.05 -0.18 -0.46
N 3.26863 -3.30097 -0.33070 0.06 0.41 0.22
O 3.37798 -4.23429 -1.09419 -0.04 -0.09 0.01
O 2.53860 -3.24953 0.63688 -0.09 -0.22 -0.05
H 4.16674 -1.96803 -1.66011 0.00 0.04 0.03
H 5.12771 -2.38968 -0.22916 0.00 0.10 0.09
H 3.73567 -1.24982 -0.06933 -0.04 -0.11 0.19
C 1.30926 -3.31469 -3.64658 0.19 -0.28 -0.63
N 0.47745 -3.14503 -2.43906 -0.22 0.09 0.09
O 0.00583 -2.04305 -2.21825 0.07 0.04 -0.10
O 0.29631 -4.11398 -1.73758 0.21 0.04 -0.02
H 1.27726 -2.41804 -4.25362 -0.11 0.11 0.18
H 0.91069 -4.16859 -4.18938 -0.09 0.03 0.06
H 2.32970 -3.55011 -3.35385 -0.06 0.03 0.25
C -3.44806 -2.12783 -2.51046 -0.19 0.27 -0.49
N -3.02000 -3.37490 -3.19959 0.04 -0.29 0.20
O -3.48774 -4.41612 -2.80192 -0.05 0.10 -0.15
O -2.18747 -3.27508 -4.08615 -0.02 0.07 -0.01
H -2.81058 -2.02398 -1.63730 -0.07 0.08 0.05
H -4.50125 -2.20456 -2.26287 0.09 -0.28 0.27
H -3.32230 -1.31622 -3.22179 0.30 0.03 0.14
C -3.21115 6.97541 -2.94861 -0.01 -0.13 0.49
O -2.70916 5.74860 -2.38517 0.02 0.06 -0.12
C -3.58213 4.75308 -2.25555 -0.30 -0.19 0.04
O -4.76120 4.78784 -2.48834 0.08 0.05 -0.09
O -2.92056 3.69341 -1.78832 0.38 -0.17 -0.16
C -3.69329 2.50044 -1.61128 -0.33 -0.03 0.42
H -2.74306 7.75709 -2.35603 0.04 0.14 -0.24
H -4.29087 7.03242 -2.83903 0.00 -0.06 -0.07
H -2.92484 7.02539 -3.99493 0.03 0.06 -0.02
H -4.07607 2.10680 -2.55058 -0.05 0.25 -0.09
H -4.51201 2.72765 -0.92814 -0.14 -0.20 -0.15
H -3.04791 1.74997 -1.16098 0.20 0.16 0.01
C 4.64227 0.01700 -5.12691 0.08 -0.10 -0.15
O 3.51879 -0.24710 -4.28679 0.07 -0.37 0.08
C 2.58256 0.71282 -4.26495 -0.15 0.01 0.08
O 2.61790 1.74619 -4.87499 0.09 0.03 -0.05
O 1.61861 0.30274 -3.45224 -0.07 -0.21 0.36
C 0.52491 1.22589 -3.26916 0.09 -0.16 -0.87
H 4.30740 0.25393 -6.13532 0.08 0.38 0.10
H 5.23777 -0.89069 -5.19960 -0.17 -0.12 0.30
H 5.24540 0.79941 -4.66966 -0.01 0.18 -0.33
H 0.93308 2.17686 -2.93879 -0.27 0.05 0.10
H -0.18510 0.76291 -2.59421 0.29 -0.05 0.33
H 0.02501 1.33382 -4.23426 0.05 0.28 0.06
C -0.23870 3.61698 -0.17880 -0.62 -0.25 0.70
O 1.03558 3.41039 -0.76095 0.18 0.39 -0.44
C 1.85153 2.52335 -0.22615 -0.17 -0.40 -0.21
O 1.63278 1.83044 0.73675 -0.01 0.20 0.10
O 2.95215 2.48707 -0.98568 -0.19 -0.06 0.16
C 4.02620 1.69752 -0.48780 0.64 0.16 -0.08
H -0.18645 3.56186 0.91076 0.21 0.20 -0.04
H -0.97206 2.87085 -0.48213 0.27 -0.19 -0.26
H -0.60042 4.58392 -0.51029 0.17 0.07 -0.03
H 3.70992 0.92621 0.21032 -0.22 0.10 -0.01
H 4.74135 2.37274 -0.01040 -0.05 -0.10 0.12
H 4.53431 1.25567 -1.34316 -0.17 -0.05 -0.07